Density functional theory data (ωB97M-V with the def2-TZVPD basis set) for an isolated ion of composition C30H34Cl2F2N3O9 and charge +1 in a non-equilibrium geometry.

The LUMO energy comes out at -4.32 eV. The calculation puts the HOMO-LUMO gap at 7.6 eV. Its net charge is +1.

Positions of all 80 atoms, in Å:
C (2.512, 1.990, 3.839)
C (2.625, 2.145, 2.659)
C (2.903, 2.325, 1.248)
C (2.165, 1.377, 0.323)
C (2.947, 0.448, -0.248)
O (4.267, 0.342, 0.051)
N (4.438, -0.267, 1.409)
O (5.481, -0.042, 1.810)
N (2.504, -0.458, -1.176)
C (3.559, -1.355, -1.697)
C (3.899, -2.475, -0.657)
C (4.217, -3.830, -1.332)
O (3.307, -4.867, -0.996)
C (3.402, -5.277, 0.319)
C (2.297, -4.895, 1.257)
O (4.327, -5.937, 0.688)
C (1.222, -0.503, -1.540)
C (0.924, -1.475, -2.656)
C (1.052, -2.977, -2.320)
F (0.050, -3.660, -2.985)
C (0.286, 0.385, -0.916)
C (-1.122, 0.348, -1.208)
O (-1.677, -0.659, -1.925)
C (-1.783, -1.884, -1.144)
C (-2.879, -1.949, -0.123)
O (-2.724, -0.926, 0.846)
C (-3.557, -1.165, 1.970)
C (-2.855, -1.923, 3.085)
C (-1.975, 1.318, -0.766)
C (-3.450, 1.486, -1.118)
Cl (-4.368, 0.154, -1.867)
C (-3.581, 2.656, -2.154)
C (-4.865, 3.477, -1.963)
C (-1.454, 2.277, 0.102)
C (-2.403, 3.307, 0.681)
O (-2.965, 3.097, 1.720)
N (-2.672, 4.523, -0.009)
C (-1.588, 5.142, -0.621)
O (-0.844, 4.691, -1.424)
F (-1.464, 6.397, -0.210)
C (-0.156, 2.327, 0.518)
C (0.112, 3.416, 1.529)
C (-0.361, 2.948, 2.911)
O (-0.763, 1.867, 3.156)
Cl (-0.237, 4.213, 4.149)
C (0.757, 1.382, -0.004)
H (2.121, 1.967, 4.824)
H (2.730, 3.342, 0.905)
H (3.975, 2.231, 1.154)
H (3.281, -1.866, -2.605)
H (4.450, -0.796, -1.939)
H (3.099, -2.575, 0.065)
H (4.828, -2.169, -0.192)
H (4.275, -3.734, -2.412)
H (5.213, -4.142, -1.022)
H (2.030, -5.730, 1.890)
H (2.676, -4.102, 1.902)
H (1.433, -4.484, 0.745)
H (0.012, -1.272, -3.193)
H (1.694, -1.289, -3.403)
H (1.979, -3.396, -2.684)
H (0.915, -3.182, -1.264)
H (-0.859, -1.982, -0.586)
H (-1.912, -2.690, -1.848)
H (-2.749, -2.913, 0.389)
H (-3.881, -1.981, -0.531)
H (-4.455, -1.719, 1.695)
H (-3.913, -0.224, 2.382)
H (-3.628, -2.239, 3.785)
H (-2.156, -1.312, 3.645)
H (-2.406, -2.846, 2.728)
H (-4.041, 1.773, -0.260)
H (-2.681, 3.253, -2.203)
H (-3.668, 2.178, -3.125)
H (-4.666, 4.490, -2.301)
H (-5.087, 3.571, -0.903)
H (-5.699, 3.050, -2.502)
H (-3.076, 5.174, 0.664)
H (-0.464, 4.317, 1.343)
H (1.115, 3.787, 1.647)

=====

Density functional theory data (ωB97M-V with the def2-TZVPD basis set) for C30H34CoGeNS4 as an isolated structure in a non-equilibrium geometry.

The LUMO energy (spin up / spin down) comes out at -13.01 / -15.47 eV. The calculation puts the HOMO-LUMO gap (spin up / spin down) at 6.3 / 3.4 eV. Its expectation value of S² is 6.08. Its multiplicity is 5. Its net charge is +4.

Positions of all 71 atoms, in Å:
Co (-0.562, 1.214, 0.008)
C (-0.563, 3.963, 1.697)
C (-1.915, 3.418, 2.106)
S (-2.138, 1.618, 1.755)
C (-3.775, 1.633, 0.903)
C (-3.750, 1.232, -0.565)
S (-2.322, 1.812, -1.561)
C (-2.446, 3.641, -1.377)
C (-1.103, 4.313, -1.163)
S (0.033, 3.508, 0.027)
H (0.229, 3.602, 2.356)
H (-0.576, 5.054, 1.750)
H (-2.731, 3.960, 1.628)
H (-2.029, 3.521, 3.188)
H (-4.201, 2.625, 1.054)
H (-4.405, 0.930, 1.453)
H (-4.654, 1.597, -1.059)
H (-3.712, 0.145, -0.679)
H (-3.146, 3.855, -0.574)
H (-2.880, 4.004, -2.312)
H (-1.240, 5.346, -0.839)
H (-0.521, 4.332, -2.087)
N (1.199, 0.630, -0.401)
S (2.643, 1.421, -0.294)
C (3.451, 0.564, 1.097)
C (3.696, 1.324, 2.229)
C (4.174, 0.691, 3.368)
C (4.427, -0.673, 3.343)
C (4.198, -1.418, 2.194)
C (3.718, -0.798, 1.051)
C (3.624, 0.747, -1.666)
C (3.029, 0.058, -2.712)
C (3.821, -0.348, -3.775)
C (5.190, -0.083, -3.769)
C (5.759, 0.660, -2.742)
C (4.980, 1.063, -1.670)
H (1.352, -0.375, -0.479)
H (3.503, 2.386, 2.232)
H (4.345, 1.269, 4.264)
H (4.844, -1.154, 4.219)
H (4.411, -2.476, 2.177)
H (3.562, -1.371, 0.149)
H (1.965, -0.124, -2.719)
H (3.365, -0.856, -4.612)
H (5.818, -0.488, -4.553)
H (6.808, 0.919, -2.762)
H (5.425, 1.615, -0.857)
Ge (-1.130, -1.528, 0.197)
C (-1.446, -2.267, -1.656)
C (-0.291, -2.656, -2.322)
C (-0.398, -3.458, -3.448)
C (-1.651, -3.800, -3.928)
C (-2.799, -3.398, -3.268)
C (-2.703, -2.585, -2.146)
C (-2.275, -2.027, 1.776)
C (-3.615, -2.360, 1.668)
C (-4.212, -3.049, 2.717)
C (-3.490, -3.306, 3.870)
C (-2.163, -2.933, 3.983)
C (-1.552, -2.253, 2.940)
H (0.293, -2.015, 0.607)
H (0.691, -2.388, -1.950)
H (0.503, -3.804, -3.933)
H (-1.736, -4.356, -4.856)
H (-3.776, -3.700, -3.616)
H (-3.614, -2.254, -1.668)
H (-4.198, -2.144, 0.783)
H (-5.239, -3.365, 2.615)
H (-3.988, -3.773, 4.714)
H (-1.590, -3.146, 4.873)
H (-0.518, -1.942, 3.033)

=====

Density functional theory data (ωB97M-V with the def2-TZVPD basis set) for a 9-piece molecular cluster, C30H34F9I2O28PS overall.

The LUMO energy comes out at -0.11 eV. The calculation puts the HOMO-LUMO gap at 9.0 eV.

Positions of all 105 atoms, in Å:
C (-1.226, -2.962, 3.604)
C (-1.462, -2.036, 2.422)
F (-2.320, -2.677, 1.535)
C (-1.983, -0.615, 2.759)
P (-0.441, 0.217, 3.512)
O (0.408, 0.546, 2.142)
I (-1.306, 2.469, 3.995)
C (-2.422, 0.158, 1.510)
O (-3.521, -0.440, 0.786)
S (-4.856, -0.839, 1.538)
O (-5.646, 0.348, 1.710)
O (-5.388, -1.963, 0.831)
C (-4.346, -1.354, 3.181)
C (-3.185, -0.507, 3.701)
I (-2.891, -0.846, 5.790)
H (-0.801, -3.893, 3.223)
H (-2.176, -3.206, 4.089)
H (-0.575, -2.506, 4.352)
H (-0.514, -1.908, 1.883)
H (0.315, 1.463, 1.857)
H (-1.601, 0.245, 0.799)
H (-2.727, 1.170, 1.792)
H (-4.123, -2.420, 3.126)
H (-5.227, -1.159, 3.796)
H (-3.515, 0.534, 3.653)
O (1.132, -4.440, 1.319)
C (1.580, -3.580, 0.638)
O (0.866, -2.865, -0.261)
C (1.700, -1.820, -0.769)
C (3.085, -2.378, -0.520)
F (3.985, -1.406, -0.232)
O (2.876, -3.178, 0.636)
H (1.537, -0.912, -0.194)
H (1.481, -1.640, -1.818)
H (3.478, -3.000, -1.321)
O (-4.202, -4.005, 5.094)
C (-3.926, -4.946, 5.763)
O (-4.076, -5.002, 7.106)
C (-3.776, -6.334, 7.538)
C (-2.909, -6.843, 6.402)
F (-3.082, -8.162, 6.171)
O (-3.400, -6.103, 5.298)
H (-4.699, -6.913, 7.601)
H (-3.280, -6.314, 8.503)
H (-1.842, -6.642, 6.514)
O (-0.278, 1.563, -0.530)
C (-0.989, 2.375, -1.028)
O (-1.905, 3.102, -0.367)
C (-2.478, 4.053, -1.273)
C (-2.194, 3.403, -2.614)
F (-1.952, 4.303, -3.596)
O (-0.999, 2.681, -2.350)
H (-1.949, 5.003, -1.189)
H (-3.533, 4.188, -1.058)
H (-2.962, 2.707, -2.955)
O (0.745, 0.117, -8.199)
C (0.461, 1.000, -7.468)
O (-0.441, 0.927, -6.461)
C (-0.387, 2.142, -5.711)
C (0.199, 3.108, -6.720)
F (1.002, 4.033, -6.135)
O (0.994, 2.258, -7.522)
H (0.283, 2.018, -4.858)
H (-1.376, 2.422, -5.365)
H (-0.535, 3.610, -7.350)
O (0.552, 10.268, -7.261)
C (0.627, 9.132, -7.572)
O (1.692, 8.552, -8.176)
C (1.468, 7.144, -8.246)
C (-0.043, 7.065, -8.150)
F (-0.457, 5.952, -7.489)
O (-0.359, 8.203, -7.385)
H (1.926, 6.654, -7.386)
H (1.876, 6.740, -9.168)
H (-0.567, 7.117, -9.106)
O (5.300, -2.718, -2.583)
C (5.724, -1.818, -3.223)
O (5.006, -1.075, -4.094)
C (5.822, 0.007, -4.553)
C (7.220, -0.525, -4.299)
F (8.091, 0.447, -3.950)
O (7.014, -1.383, -3.190)
H (5.636, 0.890, -3.940)
H (5.611, 0.222, -5.596)
H (7.647, -1.103, -5.120)
O (-6.866, 0.810, 8.150)
C (-6.991, -0.297, 7.753)
O (-6.025, -1.022, 7.141)
C (-6.504, -2.355, 6.949)
C (-8.005, -2.155, 6.990)
F (-8.655, -3.210, 7.540)
O (-8.139, -1.030, 7.835)
H (-6.177, -2.984, 7.779)
H (-6.126, -2.759, 6.014)
H (-8.463, -1.931, 6.025)
O (9.057, 1.779, 2.030)
C (9.248, 1.032, 1.134)
O (8.566, -0.116, 0.911)
C (8.976, -0.653, -0.348)
C (10.340, -0.018, -0.528)
F (10.628, 0.237, -1.828)
O (10.201, 1.200, 0.170)
H (8.289, -0.324, -1.128)
H (8.994, -1.739, -0.310)
H (11.168, -0.583, -0.095)

=====

Density functional theory data (ωB97M-V with the def2-TZVPD basis set) for C30H34LuNO7S2 as an isolated structure in a non-equilibrium geometry.

The LUMO energy (spin up / spin down) comes out at 3.39 / 3.39 eV. The calculation puts the HOMO-LUMO gap (spin up / spin down) at 2.3 / 3.6 eV. Its net charge is -2.

Positions of all 75 atoms, in Å:
C (-0.734, 4.327, -1.785)
C (0.101, 3.538, -0.758)
C (-1.193, 3.316, -2.864)
C (-0.321, 2.056, -2.692)
H (-0.997, 3.763, -3.841)
H (-2.266, 3.122, -2.772)
C (0.733, 2.427, -1.585)
H (-0.587, 3.122, -0.007)
H (0.822, 4.205, -0.262)
C (1.178, 1.207, -0.806)
H (1.609, 2.870, -2.079)
H (0.248, 1.847, -3.611)
C (-1.035, 0.769, -2.300)
C (-1.874, 5.081, -1.116)
C (0.015, 5.490, -2.437)
O (-0.073, 5.795, -3.618)
O (-2.470, 4.668, -0.120)
O (-2.136, 6.261, -1.700)
O (0.783, 6.197, -1.596)
C (1.355, 7.343, -2.236)
H (1.901, 7.867, -1.455)
H (0.559, 7.970, -2.651)
H (2.023, 7.031, -3.046)
C (-3.146, 7.037, -1.053)
H (-4.020, 6.420, -0.812)
H (-3.403, 7.823, -1.762)
H (-2.744, 7.473, -0.130)
O (0.171, 0.205, -0.778)
H (1.487, 1.436, 0.236)
H (2.022, 0.785, -1.378)
C (-0.798, -0.422, -3.179)
C (-2.373, 0.887, -1.649)
H (-3.143, 1.153, -2.398)
H (-2.376, 1.638, -0.841)
H (-2.653, -0.088, -1.220)
H (-1.241, -1.323, -2.721)
H (0.279, -0.607, -3.327)
H (-1.269, -0.268, -4.166)
Lu (0.416, -1.429, 0.494)
C (2.390, -3.119, 0.579)
C (2.690, -2.219, -0.498)
C (2.945, -0.947, 0.070)
H (2.799, -2.499, -1.546)
C (2.702, -1.022, 1.476)
C (2.358, -2.377, 1.785)
H (2.190, -2.793, 2.775)
H (2.364, -4.204, 0.501)
H (3.404, -0.104, -0.443)
H (2.862, -0.205, 2.182)
C (-1.616, -1.773, 1.829)
C (-0.510, -1.783, 2.722)
C (0.052, -0.472, 2.761)
H (-0.225, -2.626, 3.340)
C (-0.729, 0.361, 1.900)
C (-1.772, -0.437, 1.340)
H (-2.622, -0.071, 0.770)
H (-2.261, -2.624, 1.619)
H (0.865, -0.132, 3.404)
H (-0.621, 1.442, 1.790)
O (-2.522, -6.273, 3.702)
S (-1.327, -5.471, 3.634)
O (-0.949, -4.677, 4.782)
N (-1.263, -4.552, 2.250)
C (-0.341, -4.915, 1.367)
S (-0.243, -4.054, -0.099)
C (0.475, -6.050, 1.839)
C (1.600, -6.683, 1.298)
C (2.259, -7.682, 2.025)
C (1.802, -8.064, 3.296)
C (0.676, -7.440, 3.849)
C (0.043, -6.448, 3.108)
H (1.942, -6.378, 0.308)
H (3.141, -8.168, 1.609)
H (2.315, -8.841, 3.862)
H (0.278, -7.694, 4.832)

=====

Density functional theory data (ωB97M-V with the def2-TZVPD basis set) for a 4-piece molecular cluster, C30H34N3O3P overall in a non-equilibrium geometry.

The LUMO energy comes out at -1.15 eV. The calculation puts the HOMO-LUMO gap at 6.7 eV.

Positions of all 71 atoms, in Å:
C (0.761, -3.577, -1.180)
C (0.855, -2.357, -1.270)
C (0.920, -0.871, -0.856)
C (2.226, -0.120, -0.932)
C (2.368, 1.324, -0.558)
C (1.162, 2.086, -0.039)
P (1.383, 3.896, 0.407)
C (2.085, 4.067, 2.172)
O (2.550, 4.575, -0.663)
C (-0.133, 1.352, 0.085)
C (-0.282, -0.106, -0.331)
C (-1.700, -0.790, -0.201)
O (-1.867, -1.996, -0.073)
C (-3.006, 0.114, -0.200)
C (-4.360, -0.416, -0.592)
C (-5.542, 0.508, -0.560)
C (-5.413, 1.951, -0.189)
C (-4.068, 2.489, 0.204)
C (-3.982, 4.018, 0.607)
C (-2.884, 1.575, 0.215)
C (-1.440, 2.040, 0.658)
O (-1.336, 2.932, 1.495)
H (0.498, -4.667, -1.171)
H (3.142, -0.664, -1.287)
H (3.349, 1.872, -0.618)
H (2.921, 3.324, 2.378)
H (1.251, 3.983, 2.928)
H (2.512, 5.118, 2.290)
H (2.237, 4.316, -1.556)
H (-4.419, -1.508, -0.882)
H (-6.543, 0.051, -0.834)
H (-6.288, 2.660, -0.158)
H (-4.964, 4.555, 0.465)
H (-3.164, 4.501, -0.018)
H (-3.669, 4.123, 1.685)
C (-1.152, -3.607, 2.699)
C (-2.391, -2.870, 3.196)
C (-2.414, -2.705, 4.718)
C (-2.412, -4.044, 5.378)
N (-2.409, -5.082, 5.886)
H (-1.107, -4.628, 3.088)
H (-1.165, -3.675, 1.610)
H (-0.239, -3.085, 2.997)
H (-3.282, -3.413, 2.869)
H (-2.427, -1.882, 2.730)
H (-3.311, -2.160, 5.023)
H (-1.543, -2.139, 5.056)
C (7.208, 6.332, -1.752)
C (5.974, 7.075, -1.252)
C (5.950, 7.233, 0.270)
C (5.943, 5.890, 0.922)
N (5.937, 4.849, 1.422)
H (7.245, 5.309, -1.368)
H (7.197, 6.268, -2.842)
H (8.125, 6.846, -1.451)
H (5.079, 6.540, -1.583)
H (5.945, 8.066, -1.713)
H (5.057, 7.782, 0.577)
H (6.825, 7.791, 0.613)
C (-0.898, -8.817, -2.885)
C (-1.828, -7.678, -2.481)
C (-2.238, -6.796, -3.664)
C (-1.030, -6.173, -4.280)
N (-0.094, -5.691, -4.767)
H (0.045, -8.442, -3.290)
H (-0.655, -9.435, -2.018)
H (-1.366, -9.457, -3.639)
H (-1.333, -7.068, -1.720)
H (-2.726, -8.098, -2.022)
H (-2.913, -6.006, -3.327)
H (-2.760, -7.387, -4.420)

=====

Density functional theory data (ωB97M-V with the def2-TZVPD basis set) for C30H34N3O7PSe4Zr as an isolated structure.

The LUMO energy comes out at 3.86 eV. The calculation puts the HOMO-LUMO gap at 6.1 eV. Its net charge is -2.

Positions of all 80 atoms, in Å:
Zr (0.280, -0.150, 2.051)
O (0.141, 4.319, -1.570)
C (1.058, 3.480, -2.092)
C (1.765, 3.892, -3.219)
C (2.745, 3.081, -3.763)
C (3.039, 1.845, -3.198)
C (2.319, 1.422, -2.095)
C (1.319, 2.218, -1.539)
C (0.601, 1.739, -0.340)
O (0.680, 0.508, -0.007)
N (-0.066, 2.625, 0.359)
N (-0.493, 2.051, 1.550)
C (-1.332, 2.763, 2.209)
C (-1.753, 2.501, 3.560)
C (-2.785, 3.259, 4.125)
C (-3.150, 3.093, 5.442)
C (-2.447, 2.168, 6.224)
C (-1.411, 1.428, 5.698)
C (-1.047, 1.565, 4.345)
O (-0.078, 0.845, 3.854)
H (-0.160, 3.912, -0.724)
H (1.541, 4.867, -3.635)
H (3.300, 3.425, -4.628)
H (3.828, 1.224, -3.599)
H (2.534, 0.470, -1.629)
H (-1.698, 3.672, 1.730)
H (-3.303, 3.980, 3.499)
H (-3.963, 3.668, 5.867)
H (-2.721, 2.029, 7.263)
H (-0.866, 0.704, 6.288)
Se (-2.380, -0.821, 2.251)
Se (-1.242, -2.673, 3.146)
Se (-0.143, -2.120, 5.152)
Se (1.913, -1.424, 4.308)
O (7.256, 1.990, 1.487)
C (6.735, 1.013, 0.910)
O (7.239, 0.147, 0.171)
C (5.235, 0.794, 1.243)
C (4.527, 1.739, 1.973)
C (3.188, 1.531, 2.247)
N (2.540, 0.441, 1.836)
C (3.213, -0.487, 1.129)
C (4.549, -0.339, 0.814)
C (2.402, -1.678, 0.644)
O (2.843, -2.402, -0.226)
O (1.237, -1.808, 1.218)
H (5.045, 2.623, 2.318)
H (2.602, 2.243, 2.817)
H (5.060, -1.090, 0.228)
C (-1.494, -2.802, -4.071)
C (-0.950, -1.735, -3.103)
C (0.581, -1.698, -3.160)
P (-1.493, -1.701, -1.315)
C (-1.689, -3.464, -0.746)
C (-2.910, -4.285, -1.154)
C (-0.389, -4.229, -1.001)
C (-3.234, -1.035, -1.431)
C (-3.133, 0.490, -1.314)
C (-4.105, -1.403, -2.631)
H (-1.639, -2.384, -5.073)
H (-2.443, -3.226, -3.757)
H (-0.781, -3.624, -4.167)
H (-1.298, -0.753, -3.450)
H (1.009, -2.672, -2.920)
H (0.978, -0.986, -2.441)
H (0.926, -1.412, -4.159)
H (-1.755, -3.315, 0.337)
H (-2.888, -4.557, -2.211)
H (-3.844, -3.758, -0.952)
H (-2.930, -5.217, -0.580)
H (-0.271, -4.464, -2.063)
H (-0.401, -5.176, -0.452)
H (0.484, -3.666, -0.669)
H (-3.709, -1.402, -0.516)
H (-2.569, 0.913, -2.152)
H (-2.618, 0.779, -0.397)
H (-4.126, 0.950, -1.318)
H (-3.671, -1.026, -3.561)
H (-5.096, -0.948, -2.528)
H (-4.242, -2.478, -2.740)